# 1
DFT (ωB97M-V/def2-TZVPD) results for a cluster of 6 separate species, C32H54N3O15PS in total in a non-equilibrium geometry.

Element x y z (Å)
C -1.944 -0.481 2.303
O -0.703 -0.474 1.605
C 0.166 -1.498 2.054
C 0.802 -2.305 0.885
O 0.492 -1.863 -0.407
C 1.103 -0.699 -0.930
C 1.969 0.073 0.041
C 2.714 1.253 -0.550
O 3.657 1.126 -1.284
N 2.008 -1.123 -2.064
C 2.044 -2.278 -2.409
S 2.405 -3.785 -2.632
C -0.042 0.137 -1.485
C -0.977 -0.653 -2.420
C -2.483 -0.552 -2.019
C -3.239 0.356 -2.971
O -2.880 1.724 -2.803
N 0.383 1.419 -2.030
N 1.137 1.415 -3.203
P 0.133 -4.078 0.861
C -1.673 -3.848 0.538
O 0.324 -4.689 2.394
H -1.747 -0.472 3.379
H -2.515 0.411 2.074
H -2.518 -1.367 2.037
H 0.964 -1.066 2.668
H -0.388 -2.168 2.713
H 1.859 -2.458 1.096
H 2.757 -0.584 0.413
H 1.426 0.410 0.921
H 2.357 2.271 -0.316
H -0.636 0.367 -0.601
H -0.923 -0.279 -3.441
H -0.746 -1.714 -2.480
H -2.599 -0.170 -1.002
H -2.909 -1.552 -2.051
H -4.323 0.244 -2.876
H -2.990 0.097 -3.998
H -2.835 1.893 -1.858
H -0.378 2.073 -2.083
H 2.087 1.116 -3.071
H 0.687 0.982 -3.999
H -2.272 -4.122 1.409
H -1.989 -4.500 -0.284
H -1.895 -2.826 0.236
H -0.506 -4.646 2.886
O 3.198 5.054 -0.492
C 4.367 4.971 -0.251
C 5.341 3.953 -0.803
C 6.523 4.082 0.156
C 6.419 5.538 0.589
O 5.011 5.835 0.570
H 5.610 4.233 -1.822
H 4.899 2.961 -0.792
H 7.485 3.834 -0.289
H 6.373 3.428 1.017
H 6.925 6.215 -0.101
H 6.802 5.708 1.593
O -5.019 -2.171 2.639
C -5.584 -1.157 2.916
C -7.019 -0.997 3.378
C -7.263 0.498 3.185
C -5.866 1.073 3.370
O -4.972 0.055 2.884
H -7.080 -1.291 4.427
H -7.685 -1.612 2.780
H -7.995 0.922 3.870
H -7.608 0.685 2.167
H -5.631 1.266 4.419
H -5.709 1.986 2.800
O 1.220 6.603 -6.539
C 1.307 6.025 -5.495
C 0.343 4.996 -4.932
C 0.748 4.932 -3.463
C 2.223 5.289 -3.527
O 2.345 6.194 -4.644
H 0.511 4.046 -5.443
H -0.685 5.317 -5.071
H 0.565 3.968 -2.993
H 0.208 5.695 -2.898
H 2.850 4.415 -3.719
H 2.570 5.780 -2.625
O -4.069 -5.890 -0.655
C -3.383 -6.848 -0.849
C -3.847 -8.244 -1.215
C -2.605 -9.085 -0.942
C -1.487 -8.083 -1.187
O -2.026 -6.803 -0.801
H -4.124 -8.251 -2.270
H -4.696 -8.538 -0.605
H -2.525 -9.975 -1.562
H -2.596 -9.400 0.102
H -1.197 -8.030 -2.238
H -0.604 -8.289 -0.587
O 3.233 -1.099 4.419
C 3.332 0.091 4.436
C 3.419 1.018 3.240
C 3.919 2.319 3.862
C 3.362 2.222 5.276
O 3.344 0.817 5.580
H 2.421 1.126 2.813
H 4.106 0.624 2.495
H 3.601 3.217 3.336
H 5.010 2.315 3.893
H 2.341 2.604 5.346
H 3.980 2.736 6.008

Its SMILES is COC[C@H](O[C@@](CC=O)(N=C=S)[C@H](CCCO)NN)P(C)O.O=C1CCCO1.O=C1CCCO1.O=C1CCCO1.O=C1CCCO1.O=C1CCCO1. The calculation puts the HOMO energy at -7.713 eV. The frontier orbital gap is 8.0 eV. As for the calculated total energy: -89365.0121 eV.

# 2
DFT (ωB97M-V/def2-TZVPD) results for a cluster of 2 separate species, C2H7NO2 in total in a non-equilibrium geometry.

Element x y z (Å)
C 1.529 -0.876 1.388
C 0.383 -0.475 0.507
O -0.491 -1.285 0.126
O 0.492 0.822 0.160
H 2.186 -0.031 1.573
H 2.066 -1.713 0.918
H 1.147 -1.275 2.340
H -0.316 1.050 -0.344
N -1.618 1.013 -1.425
H -1.151 1.347 -2.287
H -1.724 0.024 -1.539
H -2.501 1.400 -1.417

Its SMILES is CC(=O)O.N. The calculation puts the HOMO energy at -9.995 eV. The frontier orbital gap is 10.8 eV. As for the calculated total energy: -7773.3127 eV.

# 3
DFT (ωB97M-V/def2-TZVPD) results for a cluster of 2 separate species, C5H13NO in total in a non-equilibrium geometry.

Element x y z (Å)
C 1.257 1.620 0.936
C -0.100 1.572 1.473
N -0.313 1.189 2.801
O -1.121 1.974 0.919
H 1.407 0.589 0.539
H 2.219 1.743 1.435
H 1.368 2.360 0.143
H -1.201 0.746 2.911
H 0.444 0.876 3.394
C 0.296 -1.781 -0.442
C 0.131 -0.865 -1.697
C -1.353 -0.794 -2.030
H 0.196 -2.863 -0.525
H -0.504 -1.365 0.178
H 1.281 -1.678 0.027
H 0.612 0.092 -1.485
H 0.767 -1.255 -2.494
H -1.691 -0.858 -3.060
H -1.864 -1.451 -1.324
H -1.832 0.149 -1.700

Its SMILES is CC(N)=O.CCC. The calculation puts the HOMO energy at -9.970 eV. The frontier orbital gap is 10.8 eV. As for the calculated total energy: -8932.9062 eV.

# 4
DFT (ωB97M-V/def2-TZVPD) results for a structure of composition C19H12CuN4S.

Element x y z (Å)
Cu 0.009 0.662 1.304
C -2.146 -2.572 3.150
C -1.632 -1.292 2.889
N -0.971 -1.019 1.788
C -0.761 -1.995 0.854
C -1.213 -3.308 1.055
C -1.927 -3.569 2.244
C -0.935 -4.295 0.077
C -0.222 -3.940 -1.029
C 0.219 -2.616 -1.247
C -0.050 -1.612 -0.337
N 0.288 -0.284 -0.369
C 0.726 0.488 -1.411
C 0.925 0.155 -2.739
C 1.393 1.107 -3.670
C 1.659 2.398 -3.321
C 1.427 2.802 -1.984
C 1.617 4.124 -1.525
C 1.334 4.453 -0.231
C 0.852 3.457 0.633
N 0.674 2.218 0.237
C 0.959 1.862 -1.051
H -2.693 -2.747 4.065
H -1.765 -0.480 3.591
H -2.298 -4.572 2.422
H -1.274 -5.311 0.230
H 0.017 -4.691 -1.772
H 0.807 -2.416 -2.125
H 0.702 -0.835 -3.092
H 1.542 0.792 -4.696
H 2.024 3.117 -4.043
H 1.982 4.871 -2.220
H 1.467 5.459 0.141
H 0.611 3.672 1.667
S 0.319 1.508 3.419
C -1.281 2.029 3.523
N -2.384 2.378 3.572

The calculation puts the HOMO energy (spin up / spin down) at -7.393 / -7.364 eV. Its spin multiplicity is 2. The frontier orbital gap (spin up / spin down) is 7.0 / 6.7 eV. As for the calculated total energy: -81334.6909 eV. Its expectation value of S² is 0.75.

# 5
DFT (ωB97M-V/def2-TZVPD) results for a structure of composition C27H51N7O5S2 in a non-equilibrium geometry.

Element x y z (Å)
C 0.385 -1.781 2.659
C 1.520 -2.713 2.554
N 2.387 -3.482 2.413
H 0.030 -1.469 1.677
H 0.826 -0.910 3.142
H -0.437 -2.233 3.215
C -2.753 -3.142 -0.140
C -3.676 -3.337 -1.291
N -4.352 -3.503 -2.196
H -2.381 -2.119 -0.082
H -1.888 -3.792 -0.273
H -3.305 -3.466 0.743
C 4.202 -1.655 1.589
C 2.869 -1.394 1.111
N 1.794 -1.260 0.731
H 4.658 -0.687 1.796
H 4.829 -2.205 0.887
H 4.042 -2.238 2.496
C 0.163 3.429 0.400
C 1.158 2.933 -0.567
N 1.977 2.612 -1.273
H -0.285 2.632 0.993
H -0.695 3.879 -0.100
H 0.607 4.192 1.040
C -2.205 -0.249 2.927
C -1.920 -1.303 1.892
N -1.679 -2.086 1.051
H -2.991 0.347 2.464
H -1.339 0.409 3.001
H -2.668 -0.548 3.867
C -0.153 -0.834 -0.243
C -0.290 0.250 0.729
N -0.338 1.082 1.504
H 0.822 -1.265 -0.016
H -0.130 -0.366 -1.227
H -0.967 -1.558 -0.202
C 2.139 1.153 1.760
C 2.914 0.330 2.644
N 3.513 -0.365 3.345
H 2.808 1.802 1.196
H 1.485 1.694 2.444
H 1.553 0.542 1.074
C -0.537 1.578 3.163
S -0.154 3.292 2.760
O -1.227 4.288 3.225
C 1.278 3.477 3.873
H 0.138 0.869 2.685
H -1.504 1.223 2.807
H -0.395 1.353 4.220
H 2.017 2.711 3.639
H 0.956 3.367 4.909
H 1.641 4.495 3.729
C -2.797 -1.810 -2.983
S -1.065 -1.798 -2.297
O -0.964 -2.806 -1.119
C -0.091 -2.527 -3.728
H -2.892 -1.439 -4.003
H -3.399 -1.353 -2.198
H -3.148 -2.838 -3.076
H 0.880 -2.700 -3.266
H 0.197 -1.835 -4.520
H -0.422 -3.495 -4.106
C 0.204 0.303 -2.776
C 0.566 1.411 -3.747
O 1.563 1.405 -4.483
C -0.403 2.591 -3.642
H -0.636 -0.279 -3.156
H 0.071 0.579 -1.730
H 1.119 -0.286 -2.712
H -1.371 2.323 -4.064
H -0.002 3.422 -4.222
H -0.597 3.009 -2.654
C 1.970 -1.884 -1.952
C 2.936 -0.791 -2.345
O 3.707 -0.963 -3.292
C 2.895 0.514 -1.681
H 2.157 -2.828 -2.464
H 0.981 -1.545 -2.260
H 1.992 -2.104 -0.885
H 2.932 0.339 -0.606
H 1.931 0.974 -1.902
H 3.702 1.187 -1.971
C -2.706 -0.039 -0.616
C -2.276 1.418 -0.535
O -1.488 1.852 -1.347
C -2.833 2.200 0.593
H -3.782 -0.074 -0.791
H -2.527 -0.540 0.336
H -2.151 -0.632 -1.342
H -3.826 1.861 0.886
H -2.686 3.276 0.490
H -2.183 1.925 1.424

The calculation puts the HOMO energy at -8.579 eV. The frontier orbital gap is 8.5 eV. As for the calculated total energy: -71122.7600 eV.

# 6
DFT (ωB97M-V/def2-TZVPD) results for a structure of composition C28H30N2O8SSeTeTi in a non-equilibrium geometry.

Element x y z (Å)
Ti 0.077 0.215 -0.470
N -1.228 -1.730 2.281
C 0.039 -1.894 2.965
C 0.909 -0.651 2.780
N 1.281 -0.457 1.374
H -1.848 -1.091 2.762
H -1.687 -2.614 2.112
H 0.556 -2.744 2.514
H -0.064 -2.091 4.045
H 1.800 -0.767 3.410
H 0.362 0.233 3.121
H 1.727 -1.326 1.042
H 1.986 0.265 1.311
O -1.627 -0.774 -0.566
C -2.515 -0.481 -1.668
C -1.958 0.851 -2.308
O -2.639 1.498 -3.082
O -0.745 1.090 -1.965
C -2.422 -1.568 -2.736
C -1.275 -1.680 -3.523
C -1.161 -2.683 -4.469
C -2.195 -3.589 -4.660
C -3.337 -3.488 -3.882
C -3.449 -2.490 -2.928
C -3.926 -0.281 -1.151
C -4.232 -0.527 0.182
C -5.526 -0.361 0.655
C -6.534 0.062 -0.197
C -6.233 0.317 -1.529
C -4.944 0.142 -2.005
H -1.287 -1.757 -0.586
H -0.456 -0.989 -3.383
H -0.251 -2.768 -5.047
H -2.104 -4.374 -5.402
H -4.144 -4.203 -4.008
H -4.337 -2.433 -2.314
H -3.445 -0.836 0.853
H -5.743 -0.552 1.700
H -7.545 0.193 0.170
H -7.010 0.657 -2.204
H -4.709 0.347 -3.039
C 2.168 2.312 -2.373
C 1.942 2.507 -0.896
O 1.277 1.582 -0.247
C 2.434 3.638 -0.205
C 3.216 4.644 -0.830
C 3.698 5.717 -0.109
C 3.430 5.851 1.253
C 2.647 4.879 1.884
C 2.163 3.802 1.181
H 1.815 1.319 -2.642
H 3.229 2.395 -2.629
H 1.609 3.048 -2.956
H 3.436 4.568 -1.889
H 4.292 6.474 -0.612
H 3.805 6.705 1.806
H 2.400 4.983 2.935
H 1.538 3.065 1.665
O -0.437 -2.985 -0.568
Se 1.092 -2.672 -1.084
O 2.134 -2.880 0.144
O 1.110 -1.053 -1.499
O 1.480 -3.583 -2.343
Te -1.694 2.029 0.803
C -1.168 3.321 2.397
C -0.643 3.067 3.637
C -0.427 4.221 4.436
C -0.789 5.371 3.807
S -1.382 5.031 2.224
H -0.415 2.064 3.974
H -0.026 4.190 5.442
H -0.748 6.386 4.172

Its total charge is -2. The calculation puts the HOMO energy (spin up / spin down) at -0.721 / -1.373 eV. Its spin multiplicity is 3. The frontier orbital gap (spin up / spin down) is 5.0 / 5.7 eV. As for the calculated total energy: -155476.2414 eV. Its expectation value of S² is 2.03.

# 7
DFT (ωB97M-V/def2-TZVPD) results for a cluster of 3 separate species, C4H7NO in total.

Element x y z (Å)
C 1.891 -0.332 0.270
C 0.688 0.207 0.709
N 0.060 1.302 0.547
C -1.303 0.959 0.123
C -1.185 -0.539 -0.024
O -0.260 -0.980 0.748
H 2.624 0.349 -0.147
H 0.807 -0.581 -1.153
H 2.239 -1.272 0.680
H -2.052 1.228 0.885
H -1.586 1.454 -0.811
H -0.009 -0.550 -1.414
H -1.914 -1.244 -0.413

The calculation puts the HOMO energy (spin up / spin down) at -7.828 / -7.827 eV. The frontier orbital gap (spin up / spin down) is 7.7 / 7.7 eV. As for the calculated total energy: -7793.8283 eV.

# 8
DFT (ωB97M-V/def2-TZVPD) results for an isolated molecule of C6H10 in a non-equilibrium geometry.

Element x y z (Å)
C 1.703 1.104 -0.193
C 1.823 -0.344 -0.638
C 0.562 -1.134 -0.582
C -0.680 -0.839 -0.094
C -1.509 0.312 -0.046
C -2.628 0.363 0.949
H 0.907 1.605 -0.745
H 2.648 1.629 -0.357
H 1.458 1.166 0.874
H 2.551 -0.884 -0.004
H 2.234 -0.424 -1.652
H 0.692 -2.189 -0.846
H -0.991 -1.800 0.326
H -3.454 1.004 0.609
H -3.055 -0.581 1.327
H -2.204 0.886 1.825

The calculation puts the HOMO energy (spin up / spin down) at -7.491 / -7.837 eV. The frontier orbital gap (spin up / spin down) is 7.0 / 7.5 eV. As for the calculated total energy: -6379.6650 eV.

# 9
DFT (ωB97M-V/def2-TZVPD) results for a structure of composition C3H11NO2S2 in a non-equilibrium geometry.

Element x y z (Å)
N -1.354 1.030 -0.953
C -0.258 0.782 -0.077
C -0.635 0.709 1.428
O -1.588 2.080 1.649
C 0.452 -0.472 -0.572
S 1.910 -0.873 0.299
S -2.225 -1.620 -0.566
H -1.813 0.137 -1.202
H -1.993 1.659 -0.489
H 0.460 1.576 0.006
H -1.850 0.931 1.614
H -0.545 -0.310 1.836
H -0.052 1.434 2.006
H 0.625 -0.313 -1.636
H -0.224 -1.406 -0.540
H -2.427 -1.143 0.675
H 3.768 -0.057 -0.190
H 4.937 0.078 -1.261
O 4.251 0.544 -0.768

The calculation puts the HOMO energy at -8.854 eV. The frontier orbital gap is 4.8 eV. As for the calculated total energy: -30535.7698 eV.

# 10
DFT (ωB97M-V/def2-TZVPD) results for a cluster of 2 separate species, C4H5O5S in total in a non-equilibrium geometry.

Element x y z (Å)
C 1.986 -0.069 0.451
C 0.601 -0.043 0.443
C -0.862 1.564 -1.009
C -0.310 2.711 -0.747
O 0.188 -2.243 1.994
O 2.672 0.902 0.077
O -0.158 -2.752 -0.362
O -1.701 -1.086 0.741
O -1.810 0.866 -1.413
S -0.099 -1.456 0.793
H 2.549 -1.084 0.680
H -1.022 -3.101 -0.297
H -0.821 3.615 -1.017
H 0.663 2.812 -0.296
H -1.876 -0.636 -0.039

Its total charge is -1. The calculation puts the HOMO energy at -4.369 eV. The frontier orbital gap is 7.7 eV. As for the calculated total energy: -25298.2278 eV.

# 11
DFT (ωB97M-V/def2-TZVPD) results for a structure of composition C2H7N5O in a non-equilibrium geometry.

Element x y z (Å)
C 1.742 -0.842 0.092
C -1.439 -0.959 -0.608
H 2.007 2.106 -0.475
H 0.294 1.175 -0.999
H 2.327 -1.884 0.421
H 0.244 0.745 0.209
H -1.781 -1.874 -1.145
H -2.363 1.962 0.644
H -1.407 0.876 1.444
N 1.373 1.316 -0.201
N 2.329 0.168 -0.383
N 0.488 -0.401 0.687
N -2.060 0.279 -0.609
N -1.559 1.323 0.505
O -0.642 -1.386 0.375

The calculation puts the HOMO energy at -9.156 eV. The frontier orbital gap is 9.7 eV. As for the calculated total energy: -11675.9463 eV.

# 12
DFT (ωB97M-V/def2-TZVPD) results for a cluster of 2 separate species, C2H2I2S2 in total in a non-equilibrium geometry.

Element x y z (Å)
S 0.001 -2.247 0.709
C 0.560 -0.810 0.572
C 1.200 0.222 0.170
S 2.889 0.309 0.102
I 0.145 2.095 -0.288
H 2.928 -1.034 -0.030
I -4.093 1.015 0.027
H -3.631 0.451 -1.263

Its SMILES is S=C=C(S)I.I. The calculation puts the HOMO energy at -8.172 eV. The frontier orbital gap is 6.8 eV. As for the calculated total energy: -39975.7394 eV.